# 1
A cluster of 2 separate species, CH6S3 in total, computed with ωB97M-V/def2-TZVPD.

Its relative energy (zero: lowest compared OMol25 entry of this formula, charge and spin) is 0.219 eV. The HOMO-LUMO gap is 9.35 eV. The LUMO energy is 0.25 eV. As for the SMILES: CS.SS.

Geometry as ORCA input:
```
! RIJCOSX wB97M-V def2-TZVPD def2/J DEFGRID3
* xyz 0 1
C 0.703 -1.229 -0.632
S -0.071 -2.707 -1.396
H 0.695 -0.462 -1.396
H 0.106 -0.915 0.213
H 1.723 -1.451 -0.320
H 0.507 -2.538 -2.590
S 0.145 2.683 1.346
S -1.905 2.865 1.527
H 0.342 1.956 2.455
H -2.246 1.798 0.794
*
```

# 2
An isolated molecule of C2HCl4O2PS, computed with ωB97M-V/def2-TZVPD.

Its relative energy (zero: lowest compared OMol25 entry of this formula, charge and spin) is 0.000 eV. The HOMO-LUMO gap is 8.66 eV. The LUMO energy is -0.91 eV. As for the SMILES: O=P(Cl)(Cl)O[C@H](Cl)C(=S)Cl.

Geometry as ORCA input:
```
! RIJCOSX wB97M-V def2-TZVPD def2/J DEFGRID3
* xyz 0 1
O 2.003 0.620 -0.876
P 1.688 -0.267 0.243
Cl 2.447 -2.113 0.155
Cl 2.152 0.310 2.059
O 0.110 -0.749 0.444
C -1.006 -0.471 -0.245
Cl -0.822 -0.763 -2.005
C -1.440 0.976 -0.047
S -0.602 1.903 0.910
Cl -2.775 1.540 -0.920
H -1.755 -0.986 0.282
*
```

# 3
A structure of composition C23H25F7O23Y, computed with ωB97M-V/def2-TZVPD.

The HOMO-LUMO gap is 8.50 eV. The LUMO energy is -1.45 eV.

Geometry as ORCA input:
```
! RIJCOSX wB97M-V def2-TZVPD def2/J DEFGRID3
* xyz 1 1
Y -0.419 -0.851 0.581
O -1.344 0.670 2.003
C -2.242 0.198 2.943
C -1.985 -1.216 3.174
O -1.694 -1.841 1.967
H -3.308 0.268 2.642
H -2.256 0.739 3.926
H -2.718 -1.734 3.767
H -0.933 -1.267 3.849
C 4.213 1.727 -1.399
C 5.198 0.791 -0.751
O 4.442 -0.171 -0.154
C 3.090 0.090 -0.292
O 2.192 -0.649 -0.056
O 2.977 1.313 -0.699
F 6.059 1.484 0.119
H 4.102 1.396 -2.438
H 4.380 2.780 -1.299
H 5.878 0.256 -1.489
C -0.562 5.694 -2.456
C -1.161 4.502 -3.149
O -0.161 3.502 -3.089
C 1.035 4.061 -2.683
O 2.056 3.445 -2.677
O 0.902 5.360 -2.388
F -1.236 4.685 -4.512
H -0.762 5.702 -1.405
H -0.747 6.649 -2.986
H -2.038 3.983 -2.829
C -1.461 -5.063 2.683
C -2.305 -5.273 1.407
O -1.605 -4.476 0.426
C -0.582 -3.862 0.952
O 0.156 -3.082 0.391
O -0.257 -4.358 2.167
F -3.510 -4.659 1.593
H -0.980 -5.908 3.104
H -1.939 -4.374 3.362
H -2.370 -6.249 1.023
C -5.401 -2.664 -0.695
C -4.339 -3.255 -1.593
O -3.139 -2.464 -1.381
C -3.460 -1.422 -0.617
O -2.670 -0.623 -0.240
O -4.741 -1.438 -0.310
F -4.714 -3.151 -2.936
H -5.513 -3.310 0.165
H -6.361 -2.428 -1.220
H -3.964 -4.231 -1.375
C 3.750 -2.520 4.181
C 4.438 -1.336 3.502
O 3.440 -0.596 2.872
C 2.253 -1.397 2.889
O 1.204 -1.043 2.349
O 2.394 -2.491 3.568
F 5.300 -1.834 2.543
H 3.524 -2.416 5.229
H 4.212 -3.483 3.944
H 5.099 -0.626 4.016
C 2.172 0.634 -3.976
C 0.853 0.813 -4.697
O -0.036 0.382 -3.704
C 0.568 -0.427 -2.792
O 0.004 -1.081 -1.978
O 1.914 -0.391 -2.990
F 0.706 -0.023 -5.827
H 2.366 1.539 -3.384
H 3.034 0.305 -4.559
H 0.576 1.839 -5.074
C -0.718 4.068 1.579
C -2.052 3.844 0.875
O -1.851 2.823 -0.045
C -0.641 2.309 0.168
O -0.269 1.299 -0.403
O 0.101 3.088 0.939
F -2.358 4.962 0.087
H -0.689 3.823 2.690
H -0.237 5.016 1.324
H -2.859 3.647 1.547
*
```

# 4
A structure of composition C26H35AsFN3OSV, computed with ωB97M-V/def2-TZVPD.

Its relative energy (zero: lowest compared OMol25 entry of this formula, charge and spin) is 0.000 eV. The HOMO-LUMO gap (alpha / beta) is 7.36 / 8.32 eV. The LUMO energy (alpha / beta) is -2.97 / -2.25 eV. The expectation value of S² is 2.03.

Geometry as ORCA input:
```
! RIJCOSX wB97M-V def2-TZVPD def2/J DEFGRID3
* xyz 1 3
V 0.672 1.201 -0.013
C 2.245 -3.335 -0.991
C 3.005 -2.377 -0.068
C 4.002 -3.141 0.804
C 3.677 -1.287 -0.883
C 4.632 -1.657 -1.826
C 5.201 -0.730 -2.679
C 4.792 0.591 -2.620
C 3.853 1.015 -1.686
C 3.405 2.463 -1.737
C 3.668 3.281 -0.473
C 1.975 2.606 -2.247
C 3.334 0.073 -0.787
N 2.398 0.487 0.207
C 2.709 0.231 1.549
C 3.986 0.211 2.101
C 4.134 -0.030 3.460
C 3.039 -0.253 4.283
C 1.751 -0.236 3.756
C 1.649 0.005 2.414
F 0.396 0.041 1.782
H 1.705 -4.078 -0.401
H 2.924 -3.871 -1.655
H 1.524 -2.800 -1.613
H 2.267 -1.921 0.590
H 4.744 -3.658 0.193
H 3.486 -3.894 1.401
H 4.534 -2.474 1.483
H 4.921 -2.698 -1.904
H 5.944 -1.039 -3.403
H 5.210 1.314 -3.311
H 4.007 2.907 -2.536
H 3.054 2.959 0.367
H 3.451 4.335 -0.657
H 4.714 3.201 -0.176
H 1.165 2.290 -1.547
H 1.800 2.031 -3.156
H 1.692 3.648 -2.386
H 4.845 0.378 1.465
H 5.127 -0.043 3.890
H 3.179 -0.437 5.338
H 0.868 -0.400 4.358
C -3.461 -0.115 -2.085
As -2.391 1.180 -1.178
C -3.233 1.652 0.469
C -2.116 2.732 -2.257
O -0.878 0.465 -0.909
H -4.391 0.352 -2.409
H -3.677 -0.931 -1.398
H -2.920 -0.496 -2.948
H -4.222 2.056 0.249
H -2.623 2.387 0.992
H -3.331 0.756 1.080
H -3.071 3.175 -2.538
H -1.568 2.438 -3.151
H -1.520 3.443 -1.683
C 0.230 6.154 -2.525
C -0.047 5.949 -1.068
C -0.477 6.973 -0.241
C -0.712 6.654 1.087
N -0.522 5.434 1.574
C -0.086 4.522 0.709
S 0.197 2.933 1.441
N 0.141 4.710 -0.587
H 0.039 7.181 -2.829
H -0.392 5.489 -3.126
H 1.272 5.915 -2.742
H -0.628 7.976 -0.615
H -1.064 7.404 1.786
*
```

# 5
A cluster of 2 separate species, C21H14BF6N4O8S in total, computed with ωB97M-V/def2-TZVPD.

The HOMO-LUMO gap is 4.19 eV. The LUMO energy is -0.72 eV.

Geometry as ORCA input:
```
! RIJCOSX wB97M-V def2-TZVPD def2/J DEFGRID3
* xyz -1 1
C 5.090 -2.891 -4.176
C 4.043 -1.918 -3.774
C 3.289 -1.106 -4.598
C 2.311 -0.299 -3.901
C 2.281 -0.528 -2.548
B 1.429 0.279 -1.398
C 0.099 -0.656 -1.208
C 0.063 -1.676 -0.279
C -1.103 -2.412 -0.139
C -1.161 -3.473 0.918
F -2.090 -4.436 0.658
F 0.045 -4.100 1.069
F -1.478 -2.921 2.136
C -2.227 -2.154 -0.903
C -2.147 -1.136 -1.836
C -3.329 -0.781 -2.682
F -3.690 0.528 -2.489
F -3.037 -0.914 -4.016
F -4.424 -1.549 -2.428
C -0.992 -0.393 -2.003
O 2.234 0.303 -0.224
C 2.514 1.665 0.024
C 1.600 2.500 -0.918
O 1.034 1.589 -1.845
S 3.551 -1.647 -2.122
H 5.230 -2.880 -5.260
H 6.052 -2.659 -3.707
H 4.805 -3.906 -3.884
H 3.432 -1.092 -5.673
H 1.665 0.408 -4.424
H 0.940 -1.919 0.315
H -3.139 -2.716 -0.768
H -0.939 0.382 -2.765
H 2.288 1.865 1.084
H 3.580 1.876 -0.183
H 0.802 2.990 -0.328
H 2.173 3.271 -1.462
O -2.652 0.730 6.991
N -1.889 1.561 6.460
O -1.153 2.325 7.126
C -1.797 1.696 5.005
C -0.937 2.629 4.430
C -0.760 2.718 3.027
N 0.030 3.816 2.528
O 0.684 4.507 3.338
O 0.023 4.062 1.297
C -1.429 1.856 2.124
C -2.342 0.995 2.693
N -3.278 0.145 2.084
O -3.595 -0.045 0.923
O -3.916 -0.533 3.127
N -3.460 -0.104 4.372
C -2.544 0.857 4.087
H -0.392 3.307 5.088
H -1.385 1.988 1.037
*
```

# 6
A cluster of 2 separate species, C20H22N2O5 in total, computed with ωB97M-V/def2-TZVPD.

Its relative energy (zero: lowest compared OMol25 entry of this formula, charge and spin) is 6.135 eV. The HOMO-LUMO gap is 8.80 eV. The LUMO energy is -0.65 eV. As for the SMILES: CC(C)[C@@H](C)COc1ccc2c(c1)C(=O)NC2=O.O=[N+]([O-])c1ccccc1.

Geometry as ORCA input:
```
! RIJCOSX wB97M-V def2-TZVPD def2/J DEFGRID3
* xyz 0 1
C 3.862 -0.146 -1.554
C 3.498 -1.609 -1.261
C 3.623 -1.916 0.245
C 2.085 -1.902 -1.830
C 1.877 -3.430 -1.963
C 1.031 -1.343 -0.887
O -0.228 -1.197 -1.584
C -1.315 -1.473 -0.795
C -2.135 -2.545 -1.146
C -3.253 -2.858 -0.369
C -3.496 -2.079 0.754
C -2.675 -1.018 1.100
C -1.575 -0.679 0.327
C -3.213 -0.421 2.363
O -3.110 0.683 2.770
N -4.032 -1.476 2.990
C -4.581 -2.129 1.783
O -5.702 -2.484 1.681
H 3.008 0.504 -1.398
H 4.641 0.191 -0.875
H 4.205 -0.067 -2.581
H 4.189 -2.260 -1.790
H 2.847 -2.572 0.626
H 3.604 -0.989 0.811
H 4.572 -2.402 0.456
H 2.035 -1.411 -2.799
H 0.945 -3.743 -1.504
H 2.673 -3.943 -1.427
H 1.918 -3.755 -2.997
H 1.325 -0.379 -0.486
H 0.898 -2.060 -0.085
H -1.872 -3.120 -2.019
H -3.905 -3.683 -0.608
H -0.942 0.156 0.588
H -3.309 -2.140 3.276
O 0.752 2.959 -1.750
N 0.747 2.809 -0.548
O 1.356 1.931 0.039
C -0.055 3.739 0.261
C -0.785 4.723 -0.379
C -1.557 5.582 0.385
C -1.588 5.447 1.767
C -0.843 4.456 2.391
C -0.068 3.592 1.636
H -0.757 4.819 -1.454
H -2.139 6.354 -0.099
H -2.198 6.116 2.360
H -0.868 4.353 3.467
H 0.512 2.816 2.113
*
```